# 1
10
Properties=species:S:1:pos:R:3:lowdin_charge:R:1 method="wB97M-V/def2-TZVPD" total_charge=-1 e_above_lowest_kj_mol=24.5 homo_lumo_gap_ev=6.48 max_force_ev_per_a=2.1
O -2.667 -0.451 -0.634 -0.65
H -3.580 -0.724 -0.697 -0.24
C 0.224 0.619 0.280 -0.20
C 1.355 -0.343 0.016 -0.19
H 0.591 1.653 0.330 0.04
H -0.672 0.661 -0.344 0.02
H -0.249 0.529 1.271 0.06
H 1.811 -0.711 0.952 0.05
H 2.174 -0.004 -0.640 0.05
H 1.014 -1.229 -0.534 0.06


# 2
10
Properties=species:S:1:pos:R:3:lowdin_spin:R:1 method="wB97M-V/def2-TZVPD" total_charge=-2 spin_multiplicity=2 e_above_lowest_kj_mol=9.0 homo_lumo_gap_ev="3.50 / 7.57" max_force_ev_per_a=0.7
O -2.407 0.267 0.577 0.01
H -2.768 -0.321 -0.097 0.00
C 0.720 0.514 -0.183 0.08
C 1.664 -0.700 -0.314 0.53
H 0.787 0.886 0.847 0.01
H 0.977 1.308 -0.889 0.02
H -0.346 0.248 -0.252 0.00
H 1.389 -1.426 0.458 0.08
H 2.721 -0.443 -0.187 0.15
H 1.594 -1.157 -1.311 0.12


# 3
11
Properties=species:S:1:pos:R:3:lowdin_charge:R:1 method="wB97M-V/def2-TZVPD" total_charge=-1 e_above_lowest_kj_mol=42.5 homo_lumo_gap_ev=7.41 max_force_ev_per_a=1.3
C -0.468 -0.235 0.092 -0.57
O 0.311 -0.751 -0.873 -0.35
C -1.342 0.972 -0.474 -0.13
H -1.218 -0.926 0.550 0.06
H 0.144 0.130 0.989 0.07
H -2.385 0.715 -0.269 0.03
H -1.095 1.975 -0.092 0.03
H -1.042 1.016 -1.520 0.04
H 1.764 -0.994 0.030 -0.03
H 2.621 -0.843 1.240 -0.03
O 2.710 -1.058 0.327 -0.13


# 4
12
Properties=species:S:1:pos:R:3:lowdin_charge:R:1 method="wB97M-V/def2-TZVPD" e_above_lowest_kj_mol=377.7 homo_lumo_gap_ev="6.91 / 9.64" max_force_ev_per_a=3.3
C 0.345 1.218 1.722 -0.15
C -1.897 -1.319 -1.774 0.10
O 0.760 -1.137 -0.297 -0.40
O 1.431 1.155 0.811 -0.41
P 1.885 -0.318 0.158 0.76
H 0.151 0.430 2.423 0.08
H -0.460 1.348 1.016 0.08
H 0.549 2.120 2.267 0.08
H -1.444 -1.843 -1.027 -0.07
H -1.869 -0.300 -1.652 -0.06
H -2.091 -1.620 -2.827 0.01
H 2.639 0.267 -0.820 -0.02


# 5
13
Properties=species:S:1:pos:R:3:lowdin_charge:R:1 method="wB97M-V/def2-TZVPD" smiles="C=[P@](O)(S)OC" e_above_lowest_kj_mol=143.9 homo_lumo_gap_ev=8.92 max_force_ev_per_a=4.2
C -1.517 -0.849 0.965 -0.20
P -0.779 0.062 -0.247 0.49
O -1.765 0.983 -1.026 -0.17
S 0.420 -1.001 -2.212 0.29
O 0.492 0.920 0.212 -0.37
C 1.561 0.456 1.105 -0.03
H -0.642 -1.310 1.469 0.00
H -2.099 -1.545 0.510 -0.05
H -1.812 0.831 -1.978 0.07
H 0.996 0.150 -2.549 -0.27
H 1.691 -0.553 0.931 0.06
H 1.154 0.756 2.049 0.09
H 2.299 1.099 0.772 0.07


# 6
13
Properties=species:S:1:pos:R:3:lowdin_charge:R:1 method="wB97M-V/def2-TZVPD" smiles="C=P(=S)OC.O" e_above_lowest_kj_mol=126.7 homo_lumo_gap_ev=8.84 max_force_ev_per_a=2.7
C 0.800 -1.918 1.048 -0.28
P 1.272 -0.476 0.366 0.28
S 2.665 0.189 -0.765 0.24
O 0.230 0.602 1.026 -0.40
C -0.129 1.843 0.501 -0.15
H -0.263 -2.019 1.541 0.06
H 1.407 -2.886 0.825 0.04
H -0.955 1.665 -0.282 0.09
H 0.667 2.373 -0.014 0.07
H -0.588 2.302 1.345 0.08
O -0.848 -0.618 -1.510 -0.09
H -0.964 0.343 -1.603 0.02
H -1.214 -1.040 -2.291 0.05


# 7
13
Properties=species:S:1:pos:R:3:lowdin_charge:R:1 method="wB97M-V/def2-TZVPD" e_above_lowest_kj_mol=317.8 homo_lumo_gap_ev=9.43 max_force_ev_per_a=3.5
C -2.348 -1.042 0.481 -0.08
C 2.221 0.779 0.435 -0.20
O 1.116 -1.542 0.840 -0.40
O 0.908 -0.649 -1.423 -0.42
P -0.832 0.890 0.498 0.75
S 0.921 -0.376 0.006 0.33
H -3.286 -0.729 1.035 0.03
H -1.793 -1.900 0.826 0.00
H -2.484 -1.053 -0.539 -0.05
H 2.633 1.188 -0.498 0.07
H 1.643 1.510 1.029 0.02
H 3.003 0.291 0.966 0.05
H -0.683 1.040 -0.969 -0.10


# 8
12
Properties=species:S:1:pos:R:3:lowdin_spin:R:1 method="wB97M-V/def2-TZVPD" spin_multiplicity=5 e_above_lowest_kj_mol=32.0 homo_lumo_gap_ev="7.36 / 8.47" max_force_ev_per_a=2.7
C -2.494 1.558 2.438 0.09
H -2.584 1.373 3.523 0.01
H -3.415 2.161 2.356 0.01
H -2.432 0.556 1.996 0.08
O 0.613 0.723 2.814 0.56
Rh -0.680 -0.573 2.823 3.18
H 1.218 1.350 2.324 0.04
O -1.462 2.310 1.845 0.02
C -1.193 3.589 2.494 0.00
H -0.404 4.075 1.908 0.00
H -2.111 4.202 2.473 0.00
H -0.891 3.554 3.554 0.00


# 9
13
Properties=species:S:1:pos:R:3:lowdin_charge:R:1 method="wB97M-V/def2-TZVPD" smiles="CC=P(O)(O)O" e_above_lowest_kj_mol=134.6 homo_lumo_gap_ev=8.50 max_force_ev_per_a=3.3
C 1.903 0.091 0.650 -0.20
C 0.706 0.935 0.409 -0.30
P -0.708 0.110 -0.051 0.71
O -1.872 1.157 0.026 -0.16
O -1.576 -1.053 -1.500 -0.37
O -0.952 -1.137 0.924 -0.16
H 2.658 0.890 0.909 0.08
H 2.117 -0.405 -0.315 0.07
H 1.911 -0.595 1.490 0.06
H 0.842 1.888 -0.067 0.05
H -2.617 1.119 -0.587 0.09
H -0.981 -1.166 -2.346 0.06
H -1.428 -1.835 0.459 0.07


# 10
13
Properties=species:S:1:pos:R:3:lowdin_spin:R:1 method="wB97M-V/def2-TZVPD" spin_multiplicity=2 e_above_lowest_kj_mol=102.0 homo_lumo_gap_ev="10.80 / 6.48" max_force_ev_per_a=4.9
O 0.870 -0.065 -1.295 0.26
C 0.300 -1.195 -1.499 0.02
O -0.399 -1.694 -0.549 0.70
C 0.154 -1.711 -2.886 0.02
H 0.753 -2.691 -2.864 0.00
H -0.928 -2.202 -3.086 0.00
H 0.542 -1.020 -3.586 0.01
H -3.045 2.768 4.709 0.00
H -2.320 3.799 3.962 0.00
O -2.678 3.699 4.894 0.00
H 2.154 -0.421 1.348 0.00
H 2.058 0.300 -0.050 0.00
O 2.539 0.433 0.902 0.00


# 11
11
Properties=species:S:1:pos:R:3:lowdin_charge:R:1 method="wB97M-V/def2-TZVPD" smiles="O=[PH3].C=C" e_above_lowest_kj_mol=214.0 homo_lumo_gap_ev=10.27 max_force_ev_per_a=4.3
O -1.192 0.148 0.641 -0.50
P -1.927 -0.795 -0.139 0.58
H -1.194 -1.903 -0.556 -0.05
H -3.265 -1.424 0.447 0.02
H -2.296 -0.202 -1.411 -0.02
C 2.084 0.447 0.641 -0.10
C 1.329 1.037 -0.274 -0.12
H 2.354 -0.540 0.400 0.02
H 2.106 0.546 1.740 0.06
H 1.242 0.661 -1.284 0.04
H 0.759 2.024 -0.205 0.07


# 12
11
Properties=species:S:1:pos:R:3:lowdin_charge:R:1 method="wB97M-V/def2-TZVPD" total_charge=-1 e_above_lowest_kj_mol=229.7 homo_lumo_gap_ev=5.49 max_force_ev_per_a=1.1
O 1.332 -0.066 3.201 -0.09
H 1.068 0.801 3.511 0.02
C -0.802 0.929 0.193 -0.66
S -0.643 -0.459 -0.811 0.46
C 0.400 0.084 -2.252 -0.48
H -1.621 1.636 0.086 -0.10
H -0.419 0.863 1.213 -0.13
H 0.845 -0.266 2.388 0.01
H 1.247 -0.570 -2.425 -0.02
H -0.230 0.035 -3.156 -0.01
H 0.619 1.142 -2.074 0.00


# 13
11
Properties=species:S:1:pos:R:3:lowdin_charge:R:1 method="wB97M-V/def2-TZVPD" total_charge=-1 e_above_lowest_kj_mol=236.2 homo_lumo_gap_ev=5.27 max_force_ev_per_a=1.0
O -2.119 1.825 1.128 -0.14
H -1.870 2.723 0.891 0.01
C -0.650 -0.544 -1.117 -0.63
S 0.466 0.369 -0.176 0.51
C 1.726 -0.889 0.408 -0.45
H -0.353 -0.930 -2.093 -0.10
H -1.715 -0.541 -0.932 -0.10
H -1.500 1.264 0.584 -0.07
H 1.664 -1.685 -0.331 0.00
H 2.654 -0.338 0.204 -0.02
H 1.697 -1.254 1.436 0.00


# 14
11
Properties=species:S:1:pos:R:3:lowdin_charge:R:1 method="wB97M-V/def2-TZVPD" total_charge=+1 e_above_lowest_kj_mol=161.1 homo_lumo_gap_ev=9.12 max_force_ev_per_a=4.3
C -0.372 -0.308 -0.304 -0.20
C -1.474 -0.984 0.576 -0.01
O 0.758 0.491 0.124 -0.30
Si 2.134 1.234 -0.203 1.04
H 0.099 -0.960 -1.084 0.14
H -1.035 0.305 -0.778 0.08
H -2.384 -0.902 0.023 0.08
H -1.383 -2.077 0.729 0.10
H -1.501 -0.390 1.376 0.04
H 2.491 1.669 -1.609 0.00
H 2.667 1.921 1.148 0.04


# 15
11
Properties=species:S:1:pos:R:3:lowdin_charge:R:1 method="wB97M-V/def2-TZVPD" smiles="CC=[PH2]S" e_above_lowest_kj_mol=330.2 homo_lumo_gap_ev=7.97 max_force_ev_per_a=5.1
C -1.385 -0.372 0.321 -0.26
C 0.032 -0.101 0.720 -0.49
P 1.168 0.278 -0.545 0.37
S 2.964 -0.114 0.195 0.47
H -1.946 -0.619 1.213 0.05
H -1.940 0.407 -0.298 0.07
H -1.328 -1.210 -0.414 0.05
H 0.022 0.588 1.512 0.00
H 1.419 1.263 -1.388 -0.09
H 0.823 -0.567 -1.577 -0.02
H 2.578 1.107 0.615 -0.16


# 16
12
Properties=species:S:1:pos:R:3:lowdin_charge:R:1 method="wB97M-V/def2-TZVPD" e_above_lowest_kj_mol=285.2 homo_lumo_gap_ev="6.60 / 6.88" max_force_ev_per_a=3.9
C 1.031 -1.716 -0.593 -0.58
C -0.137 1.804 0.387 -0.52
P -2.285 0.110 1.190 0.45
S 1.821 -0.740 0.706 0.42
S -0.231 0.432 1.511 0.28
H 0.025 -1.248 -0.844 0.01
H 0.794 -2.764 -0.029 0.07
H 1.554 -1.936 -1.514 0.01
H -0.401 2.663 0.926 0.00
H -0.933 1.677 -0.366 0.00
H 0.878 1.938 -0.152 0.07
H -2.338 -0.503 2.484 -0.22


# 17
10
Properties=species:S:1:pos:R:3:lowdin_charge:R:1 method="wB97M-V/def2-TZVPD" smiles=C.C e_above_lowest_kj_mol=15.4 homo_lumo_gap_ev=14.03 max_force_ev_per_a=1.1
C 1.371 -1.988 1.587 -0.05
H 2.241 -2.542 1.238 0.01
H 1.546 -1.419 2.491 0.01
H 1.147 -1.197 0.867 0.01
H 0.595 -2.735 1.589 0.01
C -1.389 1.950 -1.582 -0.05
H -0.397 2.142 -2.011 0.02
H -2.029 1.288 -2.148 0.01
H -1.179 1.607 -0.574 0.01
H -1.906 2.893 -1.456 0.01


# 18
10
Properties=species:S:1:pos:R:3:lowdin_charge:R:1 method="wB97M-V/def2-TZVPD" smiles=C.C e_above_lowest_kj_mol=1.3 homo_lumo_gap_ev=14.36 max_force_ev_per_a=0.4
C -0.087 -2.933 0.642 -0.06
H -1.023 -2.954 0.063 0.02
H 0.165 -3.952 0.969 0.02
H -0.215 -2.286 1.522 0.02
H 0.724 -2.538 0.012 0.02
C 0.087 2.933 -0.642 -0.06
H -0.697 2.495 -0.006 0.02
H 1.009 3.057 -0.054 0.02
H -0.246 3.913 -1.013 0.02
H 0.283 2.266 -1.494 0.02


# 19
22
Properties=species:S:1:pos:R:3:lowdin_spin:R:1 method="wB97M-V/def2-TZVPD" total_charge=-1 spin_multiplicity=2 homo_lumo_gap_ev="6.02 / 5.85" max_force_ev_per_a=9.6
Al -1.062 1.431 1.434 -0.02
P -1.341 -0.177 4.245 -0.03
O -2.668 0.626 3.747 0.58
O -0.990 -1.102 3.017 0.06
O -1.471 -0.832 5.618 0.02
O -0.286 0.993 4.205 0.39
C 0.384 2.030 -2.191 0.00
O 0.409 2.009 -0.972 0.00
N 0.907 1.218 -2.956 0.00
N -0.312 2.930 -2.829 0.00
H 0.716 1.206 -3.948 0.00
H 1.589 0.573 -2.583 0.00
H -0.433 2.929 -3.831 0.00
H -1.000 3.406 -2.262 0.00
C 0.393 -1.617 -0.244 0.00
O -0.352 -0.684 -0.311 0.00
N 1.078 -2.310 -1.113 0.00
N 0.561 -2.285 0.912 0.00
H 1.007 -2.249 -2.118 0.00
H 1.502 -3.125 -0.693 0.00
H 1.228 -3.018 1.105 0.00
H 0.140 -1.951 1.768 0.00